1.
C16H21N3O2PtS | the ωB97M-V functional and the def2-TZVPD basis

Its HOMO energy (alpha / beta) is -19.58 / -21.33 eV. As for the net charge: +4. As for the frontier orbital gap (alpha / beta): 0.213 / 0.074 hartree. As for the expectation value of S²: 6.04. The spin multiplicity is 5.

Last column: Löwdin spin population.
Atoms and positions in Å:
N  3.212  -1.510  -2.140  0.225
C  4.132  -2.127  -1.747  0.103
C  5.295  -2.927  -1.350  0.042
H  6.083  -2.851  -2.125  0.023
H  5.012  -3.985  -1.264  0.009
H  5.684  -2.596  -0.380  0.002
N  -2.682  -1.677  2.709  0.076
C  -3.310  -2.037  3.625  0.001
C  -4.130  -2.559  4.705  0.000
H  -4.088  -3.657  4.671  0.000
H  -5.155  -2.171  4.609  0.000
H  -3.778  -2.266  5.701  0.000
N  -0.631  2.291  -3.414  0.333
C  -1.260  3.280  -3.527  0.153
C  -2.066  4.490  -3.736  0.066
H  -2.284  4.978  -2.774  0.003
H  -2.999  4.223  -4.246  0.015
H  -1.530  5.202  -4.395  0.036
Pt  -0.959  -0.990  0.241  0.815
C  -1.232  0.898  0.387  0.066
O  -1.391  2.043  0.298  0.008
C  0.795  -1.155  1.041  0.077
O  1.903  -1.332  1.309  0.008
C  -0.481  -2.781  -0.992  0.108
C  -0.396  -2.117  -2.263  0.312
C  -1.316  -1.151  -2.531  0.340
C  -2.299  -0.879  -1.534  0.066
C  -2.753  -2.010  -0.779  0.064
C  -1.813  -2.998  -0.503  0.046
H  0.352  -3.399  -0.643  0.000
H  0.413  -2.418  -2.913  0.009
H  -1.364  -0.548  -3.437  0.010
H  -2.924  0.028  -1.617  -0.001
H  -3.761  -2.055  -0.366  0.001
H  -2.063  -3.843  0.133  0.001
C  3.161  2.518  -2.202  0.084
S  2.070  1.814  -0.983  0.730
C  2.777  2.543  0.483  0.081
H  2.841  2.213  -3.200  -0.001
H  4.167  2.146  -2.012  0.025
H  3.135  3.605  -2.127  0.020
H  3.389  1.797  0.993  0.030
H  3.374  3.430  0.260  0.002
H  1.948  2.808  1.144  0.013

2.
C48H45BF3N6O7P4S3Y | the ωB97M-V functional and the def2-TZVPD basis

Its HOMO energy is -2.25 eV. As for the net charge: -2. As for the frontier orbital gap: 0.209 hartree.

Last column: Löwdin charge in e.
Atoms and positions in Å:
Y  0.074  -0.044  -0.348  1.289
S  -1.588  -2.310  1.980  0.314
P  -1.678  -0.366  2.389  0.423
C  -0.395  0.677  1.867  -0.647
P  0.956  0.700  2.915  0.436
S  2.793  0.731  2.073  0.399
C  0.982  2.272  3.911  -0.335
C  0.173  3.332  3.519  -0.114
C  0.251  4.571  4.154  -0.089
C  1.143  4.759  5.201  -0.111
C  1.972  3.710  5.591  -0.097
C  1.902  2.485  4.939  -0.115
C  0.990  -0.610  4.210  -0.326
C  0.729  -0.392  5.562  -0.103
C  0.775  -1.443  6.473  -0.098
C  1.068  -2.729  6.040  -0.105
C  1.304  -2.961  4.690  -0.084
C  1.261  -1.910  3.784  -0.122
C  -2.157  -0.207  4.189  -0.300
C  -2.503  -1.331  4.937  -0.111
C  -2.856  -1.219  6.280  -0.101
C  -2.871  0.024  6.901  -0.112
C  -2.533  1.157  6.167  -0.090
C  -2.181  1.037  4.826  -0.098
C  -3.229  0.403  1.662  -0.411
C  -3.429  1.816  2.126  -0.096
C  -4.540  2.231  2.731  -0.090
C  -5.656  1.304  3.020  -0.098
C  -5.641  0.045  2.584  -0.063
C  -4.510  -0.493  1.762  -0.214
H  -0.516  3.156  2.697  0.061
H  -0.382  5.390  3.825  0.097
H  1.203  5.719  5.705  0.090
H  2.685  3.854  6.394  0.091
H  2.585  1.689  5.213  0.101
H  0.458  0.595  5.911  0.092
H  0.561  -1.254  7.518  0.094
H  1.096  -3.550  6.749  0.090
H  1.502  -3.969  4.337  0.099
H  1.415  -2.098  2.732  0.062
H  -2.464  -2.299  4.451  0.048
H  -3.107  -2.111  6.846  0.093
H  -3.135  0.111  7.952  0.088
H  -2.533  2.135  6.638  0.097
H  -1.904  1.922  4.274  0.081
H  -2.609  2.500  1.912  0.094
H  -4.633  3.267  3.048  0.093
H  -6.502  1.675  3.591  0.085
H  -6.479  -0.618  2.791  0.098
H  -4.257  -1.510  2.060  0.100
B  -2.458  -2.867  -1.634  -0.425
N  -3.121  -1.629  -0.916  -0.093
C  -4.379  -1.624  -0.587  -0.054
C  -4.679  -0.399  0.206  -0.137
C  -3.305  0.353  0.106  -0.234
N  -2.395  -0.563  -0.564  -0.069
N  -1.441  -2.340  -2.676  -0.073
C  -1.395  -2.669  -3.976  -0.104
C  -0.284  -2.067  -4.541  -0.073
C  0.295  -1.374  -3.470  -0.188
N  -0.402  -1.548  -2.350  -0.002
H  -3.333  -3.459  -2.243  0.065
H  -1.909  -3.550  -0.798  0.051
H  -5.030  -2.431  -0.889  0.107
H  -5.576  0.140  -0.097  0.135
H  -3.268  1.332  -0.373  0.130
H  -2.159  -3.299  -4.405  0.106
H  0.054  -2.123  -5.564  0.079
H  1.168  -0.746  -3.459  0.071
C  3.181  -2.951  -2.662  -0.069
C  3.699  -2.084  -1.525  -0.567
O  5.076  -2.403  -1.289  -0.072
P  2.760  -2.459  0.014  0.468
O  3.635  -1.945  1.204  -0.199
O  2.884  -4.057  0.110  -0.108
O  1.334  -2.039  0.103  -0.386
P  3.569  -0.243  -1.784  0.333
O  3.631  -0.028  -3.390  -0.147
O  4.788  0.312  -1.143  -0.303
O  2.186  0.183  -1.360  -0.433
H  3.532  -3.972  -2.499  0.081
H  3.564  -2.584  -3.614  0.078
H  2.093  -2.962  -2.700  0.065
H  5.480  -1.581  -0.963  0.066
H  3.361  -1.019  1.534  -0.111
H  2.216  -4.392  0.730  0.092
H  2.819  0.418  -3.674  0.063
N  4.155  6.861  0.483  0.076
C  2.840  6.873  0.247  -0.824
S  2.002  8.300  0.113  0.594
C  2.234  5.508  0.127  -0.238
C  3.014  4.399  -0.183  -0.009
C  2.431  3.139  -0.222  -0.139
N  1.134  2.944  0.013  0.074
C  0.387  4.011  0.262  -0.141
C  0.880  5.303  0.336  -0.035
H  4.613  7.744  0.614  0.086
H  4.633  6.010  0.727  0.097
H  4.069  4.479  -0.420  0.108
H  3.033  2.265  -0.425  0.057
H  -0.673  3.815  0.415  0.106
H  0.236  6.137  0.577  0.086
F  -4.005  6.671  -6.428  0.117
C  -3.160  5.719  -6.874  -0.580
F  -3.814  5.025  -7.833  0.117
F  -2.154  6.365  -7.511  0.119
C  -2.664  4.838  -5.780  -0.159
C  -2.822  5.189  -4.447  -0.023
C  -2.323  4.367  -3.447  -0.023
C  -1.653  3.175  -3.753  -0.252
C  -1.507  2.839  -5.110  -0.021
C  -2.005  3.658  -6.107  -0.027
C  -1.133  2.325  -2.727  -0.144
C  -0.694  1.581  -1.856  -0.108
H  -3.334  6.107  -4.191  0.112
H  -2.443  4.639  -2.406  0.112
H  -1.001  1.914  -5.359  0.113
H  -1.886  3.381  -7.148  0.116

3.
C31H49BClF2N3O5S | the ωB97M-V functional and the def2-TZVPD basis

Its HOMO energy is -7.75 eV. As for the frontier orbital gap: 0.204 hartree.

Last column: Löwdin charge in e.
Atoms and positions in Å:
C  -0.704  -0.681  3.744  -0.104
O  0.366  0.105  4.198  -0.161
C  0.352  1.451  3.751  -0.206
C  0.440  2.425  4.938  -0.150
C  -0.786  3.332  5.079  -0.185
C  -0.692  4.603  4.217  -0.186
C  -1.094  4.390  2.746  -0.187
C  -1.835  5.601  2.163  -0.180
C  -2.713  5.205  0.968  -0.136
C  -1.902  4.723  -0.212  -0.061
C  -1.119  5.682  -0.897  -0.254
N  -1.084  7.014  -0.537  0.144
C  -0.308  5.269  -1.974  -0.507
S  0.713  6.448  -2.787  0.898
C  -0.345  3.946  -2.359  -0.117
N  -1.128  3.058  -1.712  -0.385
Cl  -1.112  1.489  -2.365  0.918
C  -1.896  3.375  -0.640  -0.145
C  -2.694  2.292  0.028  -0.130
C  -1.870  1.174  0.684  -0.195
C  -2.653  -0.146  0.730  -0.193
C  -2.878  -0.867  -0.596  -0.221
C  -1.720  -1.787  -1.021  -0.195
C  -2.177  -3.004  -1.852  -0.180
C  -1.599  -3.062  -3.282  -0.213
C  -0.668  -4.248  -3.509  -0.214
C  -0.269  -4.413  -4.985  -0.203
C  -0.400  -5.861  -5.464  -0.212
C  0.761  -6.705  -4.928  -0.181
C  2.013  -6.557  -5.803  -0.139
N  3.235  -6.317  -5.058  -0.126
C  3.568  -6.818  -3.835  -0.108
C  4.828  -6.369  -3.491  -0.095
C  5.271  -5.562  -4.563  -0.106
C  4.275  -5.545  -5.515  -0.102
H  -0.869  -0.547  2.672  0.046
H  -1.617  -0.443  4.294  0.097
H  -0.437  -1.719  3.907  0.095
H  -0.592  1.621  3.227  0.062
H  1.167  1.604  3.044  0.126
H  1.345  3.016  4.868  0.104
H  0.528  1.798  5.817  0.113
H  -0.867  3.641  6.118  0.112
H  -1.681  2.777  4.794  0.107
H  0.332  4.964  4.257  0.115
H  -1.306  5.380  4.671  0.102
H  -1.690  3.490  2.633  0.088
H  -0.161  4.301  2.191  0.121
H  -2.498  6.038  2.905  0.117
H  -1.112  6.362  1.891  0.107
H  -3.276  6.084  0.641  0.118
H  -3.456  4.496  1.292  0.107
H  -1.954  7.305  -0.106  0.104
H  -0.959  7.599  -1.361  0.074
H  1.066  5.683  -3.824  -0.103
H  0.237  3.593  -3.190  0.113
H  -3.395  1.903  -0.711  0.121
H  -3.293  2.733  0.803  0.102
H  -1.680  1.438  1.720  0.071
H  -0.894  1.046  0.227  0.099
H  -3.636  0.098  1.136  0.121
H  -2.189  -0.827  1.436  0.085
H  -3.128  -0.187  -1.407  0.076
H  -3.751  -1.504  -0.468  0.108
H  -1.225  -2.124  -0.115  0.111
H  -1.004  -1.225  -1.619  0.067
H  -3.260  -3.013  -1.927  0.101
H  -1.854  -3.902  -1.336  0.106
H  -2.413  -3.096  -4.005  0.107
H  -1.025  -2.163  -3.507  0.100
H  -1.116  -5.162  -3.128  0.110
H  0.239  -4.060  -2.934  0.119
H  0.781  -4.144  -5.099  0.108
H  -0.840  -3.742  -5.623  0.105
H  -1.340  -6.289  -5.125  0.108
H  -0.391  -5.889  -6.553  0.107
H  0.985  -6.414  -3.906  0.098
H  0.461  -7.750  -4.922  0.110
H  2.143  -7.458  -6.402  0.125
H  1.874  -5.735  -6.499  0.114
H  2.904  -7.463  -3.291  0.111
H  5.356  -6.608  -2.590  0.088
H  6.215  -5.053  -4.615  0.087
H  4.235  -5.056  -6.468  0.107
B  4.031  0.025  6.489  -1.051
O  5.260  0.871  6.624  0.209
C  4.919  2.120  6.857  -0.422
O  5.667  3.050  7.004  0.119
C  3.386  2.196  6.896  -0.422
O  2.734  3.193  7.079  0.102
O  2.900  0.994  6.686  0.196
F  4.001  -0.953  7.467  0.150
F  3.965  -0.533  5.221  0.142

no.,energy (Eh)
1,-1452.58223
2,-5634.57972
3,-2834.14799